# 1
{
  "formula": "C7H10NOS",
  "method": "ωB97M-V/def2-TZVPD",
  "total_energy_ha": -800.5075,
  "relative_energy_kj_mol": 341.7,
  "max_force_ev_per_a": 4.26,
  "charge": 1,
  "symbols": ["C", "C", "C", "C", "C", "C", "C", "N", "O", "S", "H", "H", "H", "H", "H", "H", "H", "H", "H", "H"],
  "coordinates": [[-2.580786, 0.128719, -1.487149], [-1.858010, -1.000847, -1.198099], [-2.023888, 1.372198, -1.263196], [-0.642204, -0.905686, -0.462013], [-0.729508, 1.496827, -0.844163], [-0.152773, 0.368940, -0.301374], [1.147477, -0.501155, 2.330712], [2.907304, -0.948586, 0.058653], [1.658604, 1.775100, 0.957807], [1.283609, 0.427487, 0.807605], [-3.659400, 0.048889, -1.737506], [-2.372029, -1.996968, -1.510202], [-2.542512, 2.189693, -1.731361], [-0.093783, -1.712164, -0.185196], [-0.222340, 2.364422, -0.697980], [0.284859, -1.150092, 2.034078], [0.909131, 0.277290, 3.136259], [2.136842, -1.051872, 2.375460], [2.867493, -0.639175, -0.908309], [3.681914, -0.543020, 0.625975]],
  "atomic_forces_ev_per_a": [[-1.1244, -0.1968, 0.7378], [-0.4359, -2.6718, 0.3202], [-0.0709, 0.4565, -1.9090], [-2.9111, 1.8624, -2.4972], [-0.5647, -1.4516, 1.3214], [1.1067, -1.8646, 1.1406], [-0.4832, 0.3460, -0.3822], [-3.0725, 1.8194, 1.7772], [0.8855, 2.0761, 0.5125], [2.0334, -2.6349, -2.3566], [1.0514, 0.0362, -0.3647], [1.4187, 1.6503, 0.9418], [-0.0916, 0.6084, 0.4796], [1.3052, -2.5289, 0.8908], [1.0454, 2.7623, 0.0666], [0.7249, 0.0768, 1.0421], [0.3523, -1.3650, -1.0056], [-1.4475, 0.6248, 0.3982], [0.7268, 0.2820, -0.0936], [-0.4485, 0.1123, -1.0201]]
}

=====

# 2
{
  "formula": "C7H10NS",
  "method": "ωB97M-V/def2-TZVPD",
  "total_energy_ha": -725.6584,
  "relative_energy_kj_mol": 0.0,
  "max_force_ev_per_a": 4.65,
  "charge": -1,
  "symbols": ["C", "C", "C", "N", "C", "C", "C", "C", "S", "H", "H", "H", "H", "H", "H", "H", "H", "H", "H"],
  "coordinates": [[-1.644079, -0.433733, 0.851055], [-0.174223, -0.763255, 0.778070], [0.467365, -0.429373, 2.106709], [0.313944, -0.023699, -0.364897], [0.301688, 1.305177, -0.578944], [0.648222, 1.572886, -1.862463], [0.951821, 0.380123, -2.523002], [0.725764, -0.694120, -1.675506], [0.669242, -2.374157, -1.864759], [-1.883861, 0.623739, 0.778657], [-2.185082, -0.755011, 1.752412], [-2.342479, -0.910858, 0.194617], [0.108912, -1.757386, 0.633606], [0.520639, 0.589339, 2.036682], [1.547075, -0.883201, 2.268665], [-0.086719, -0.664780, 2.916766], [0.137909, 2.126713, 0.234929], [0.613928, 2.646488, -2.200664], [1.309933, 0.445108, -3.481934]],
  "atomic_forces_ev_per_a": [[-2.0438, -0.5853, 1.3275], [-0.5430, 1.0641, 0.0059], [3.9919, -1.1015, -2.1176], [1.6969, -2.2472, -2.1511], [-0.5237, 2.5377, 1.9766], [-0.2352, 2.6773, 0.4600], [-0.6876, -0.2203, 1.6461], [-0.7678, 1.9023, 2.0152], [0.1877, -0.7674, -0.0495], [0.5055, 0.2682, -0.0912], [0.7401, 0.0417, 0.6970], [0.3577, -0.4167, -1.5270], [-0.4745, -1.8470, -1.0220], [0.7243, 2.9705, 0.6344], [-2.0730, 0.9491, -0.6126], [-2.0257, -1.0626, 2.4825], [0.1047, -1.9371, -1.4381], [0.4248, -1.4394, -0.0390], [0.6405, -0.7865, -2.1971]]
}

=====

# 3
{
  "formula": "C7H10O",
  "method": "ωB97M-V/def2-TZVPD",
  "total_energy_ha": -347.8578,
  "relative_energy_kj_mol": 276.7,
  "max_force_ev_per_a": 4.06,
  "symbols": ["C", "C", "O", "C", "C", "C", "C", "C", "H", "H", "H", "H", "H", "H", "H", "H", "H", "H"],
  "coordinates": [[-2.692785, 0.199218, 0.443299], [-1.354551, -0.096546, -0.185224], [-1.260171, -0.504312, -1.365473], [-0.214187, -0.236256, 0.718698], [0.899408, -0.709489, -0.181359], [1.680679, -1.920816, -0.451568], [0.796604, 0.604859, -0.047904], [1.354731, 1.953432, -0.208594], [-3.005650, -0.659590, 1.037829], [-3.443271, 0.378598, -0.322987], [-2.624812, 1.064428, 1.100926], [-0.280478, -0.313863, 1.798379], [2.574635, -1.933557, 0.176578], [1.096254, -2.813443, -0.237297], [1.991442, -1.937247, -1.496119], [1.082975, 2.592802, 0.632252], [2.442372, 1.924460, -0.293675], [0.956804, 2.407323, -1.117762]],
  "atomic_forces_ev_per_a": [[-0.0942, 0.6990, -0.5852], [-2.3049, -3.1631, -1.0888], [-0.6525, 1.4865, 2.0543], [0.1821, 0.8744, -1.9808], [0.8974, 2.9454, 1.4587], [0.0031, -0.1610, -0.2587], [2.0447, -3.0081, 0.5294], [-0.1330, 0.2860, -0.1608], [0.1616, -0.0647, 0.0410], [-0.0441, 0.0206, 0.0079], [-0.0608, 0.0324, 0.1431], [-0.0483, 0.1095, 0.0329], [0.0056, -0.0312, -0.0519], [0.0193, -0.0377, -0.1026], [0.0453, -0.0979, 0.0102], [0.0180, -0.0173, -0.0298], [-0.0559, -0.0194, -0.0116], [0.0166, 0.1465, -0.0075]]
}

=====

# 4
{
  "formula": "C7H10O",
  "method": "ωB97M-V/def2-TZVPD",
  "total_energy_ha": -347.7138,
  "relative_energy_kj_mol": 654.8,
  "max_force_ev_per_a": 5.55,
  "symbols": ["C", "C", "C", "C", "C", "C", "O", "C", "H", "H", "H", "H", "H", "H", "H", "H", "H", "H"],
  "coordinates": [[2.156935, -0.996356, -0.484574], [1.071755, -0.590451, 0.368758], [-0.245115, -1.140677, 0.611300], [-1.503700, -0.428050, -0.274622], [-1.263398, 1.098463, -0.155022], [0.133347, 1.294364, -0.390868], [1.440748, 1.989426, 0.082244], [1.015629, 0.809425, 0.809434], [2.925854, -0.274656, -0.420680], [2.013499, -1.879329, -1.469374], [-0.712736, -1.233180, 1.553269], [-0.072155, -2.134625, 0.310464], [-2.339377, -0.570120, 0.523268], [-1.906579, -0.755857, -1.371292], [-1.966219, 1.572409, -0.953752], [-1.700581, 1.412875, 0.825386], [0.587202, 0.807545, -1.254502], [0.364888, 1.018801, 1.690560]],
  "atomic_forces_ev_per_a": [[-4.9506, -2.1057, -0.0120], [5.0947, 0.1601, -2.0567], [-2.2451, -1.1551, -3.4451], [-0.7600, -0.8762, 1.6103], [-4.3702, 1.7908, -1.0163], [5.5068, -0.3690, 0.6280], [-2.3337, -0.8887, 1.0426], [-2.1503, 1.4670, -1.5526], [1.1215, 0.2443, -0.6826], [0.6880, 2.8220, 3.6614], [0.4223, 0.5245, 1.5263], [-0.6520, -1.6967, -0.5654], [0.8194, -0.2044, -2.0755], [1.6451, 0.3908, 2.7936], [1.2119, -0.4340, 1.2374], [0.8598, 0.1224, -0.7173], [-1.1512, 0.1986, -0.1893], [1.2436, 0.0093, -0.1868]]
}

=====

# 5
{
  "formula": "C7H10O",
  "method": "ωB97M-V/def2-TZVPD",
  "total_energy_ha": -347.7613,
  "relative_energy_kj_mol": 530.1,
  "max_force_ev_per_a": 6.64,
  "symbols": ["C", "C", "C", "C", "C", "C", "C", "O", "H", "H", "H", "H", "H", "H", "H", "H", "H", "H"],
  "coordinates": [[2.441812, 0.047160, -0.952557], [1.166065, 0.137044, -1.340383], [2.204935, 0.237257, 0.508239], [-0.283676, -0.477632, 0.775711], [-1.786346, -0.123466, 0.676571], [0.704793, 0.485803, 0.078247], [-2.290790, -0.529550, -0.642737], [-3.271081, -0.139202, -1.234716], [3.343866, -0.109309, -1.573766], [2.454353, -0.706094, 0.935969], [2.648283, 0.944544, 1.226662], [0.053766, -0.624635, 1.794394], [-0.232079, -1.359008, 0.116971], [-2.135094, -0.826460, 1.414378], [-2.022905, 0.883101, 0.997321], [0.370316, 1.523366, 0.157650], [0.518368, 0.232514, -2.206239], [-3.884585, 0.404568, -0.731714]],
  "atomic_forces_ev_per_a": [[0.8685, 0.5628, -2.2358], [-0.4867, 1.1577, 1.1824], [-0.4570, 0.4876, 0.1656], [0.2925, 0.6883, -1.9379], [0.4092, 0.1648, 0.3482], [-0.1441, -0.9419, 0.7403], [5.6927, -3.3317, 0.7876], [-3.9534, 1.3462, -1.9129], [-0.4258, 0.0199, 0.6365], [-0.6084, -1.0615, 0.8751], [0.2063, 0.3871, -0.9761], [-0.2137, -0.2509, 0.1983], [0.2209, -0.3570, 0.9817], [-1.1304, -0.3358, 0.2767], [-0.2418, 0.6136, 0.2332], [0.2712, 0.1039, 0.1895], [0.6364, -0.5666, -0.2593], [-0.9365, 1.3135, 0.7069]]
}

=====

# 6
{
  "formula": "C7H10O",
  "method": "ωB97M-V/def2-TZVPD",
  "total_energy_ha": -347.7688,
  "relative_energy_kj_mol": 510.3,
  "max_force_ev_per_a": 6.63,
  "symbols": ["C", "C", "C", "C", "C", "C", "O", "C", "H", "H", "H", "H", "H", "H", "H", "H", "H", "H"],
  "coordinates": [[2.314609, -0.019112, -0.157631], [1.003065, 0.055865, -0.243362], [0.172443, -0.388770, 0.901002], [-0.790661, 0.745758, 1.192334], [-0.667892, 1.548311, -0.168129], [-0.313184, 0.441331, -1.071359], [-1.018342, -0.843984, -0.937405], [-0.594602, -1.486532, 0.138774], [2.731041, -0.388707, 0.922673], [3.260766, 0.436409, -0.791400], [0.506485, -0.881723, 1.972546], [-1.725376, 0.124413, 1.370595], [-0.163198, 1.282756, 2.079436], [-1.662509, 2.276342, -0.261966], [0.205654, 2.301782, -0.137910], [-0.357596, 0.623584, -2.136755], [0.162340, -2.374641, 0.345087], [-1.553545, -2.029442, 0.587161]],
  "atomic_forces_ev_per_a": [[4.3091, 1.0030, 1.1643], [-0.0609, -0.2110, -0.1533], [-1.0252, -3.2026, 3.4927], [2.2893, 0.7702, 1.2675], [-3.4555, 3.4477, 2.4153], [2.3239, -1.6978, -1.0887], [-0.6813, 1.8540, -3.6039], [-0.0515, -3.3551, 5.7208], [-1.0564, 0.7998, -2.8048], [-3.0588, -1.3767, 1.0488], [0.2020, 1.3425, -2.9507], [0.5151, 2.1045, 0.3330], [-2.6724, -0.7233, -1.6705], [2.3375, -2.2036, -0.4754], [-1.3422, -1.2934, -0.0100], [0.6529, 0.2186, -0.0946], [-0.8070, 0.9799, -2.4829], [1.5814, 1.5433, -0.1076]]
}